80
Properties=species:S:1:pos:R:3:forces:R:3 method="wB97M-V/def2-TZVPD" homo_energy_ev=-4.1 multiplicity=1 e_above_lowest_kcal_mol=1.87 gap_ev=6.64 charge=-1 lumo_energy_ev=2.57 energy_ev=-114153.6861 fmax_ha_per_bohr=0.0046
Cu 0.75110 -1.03629 -0.90609 0.0 -0.2 0.1
C 2.48984 -0.71953 2.98503 0.0 0.0 0.0
C 2.28755 -1.34939 1.62715 0.0 0.0 0.0
N 1.10726 -1.57172 1.15869 0.0 0.0 0.0
N 0.03277 -1.31294 2.00016 0.0 0.0 0.0
C -1.06262 -0.99158 1.40013 0.1 -0.1 0.0
S -1.33576 -0.65524 -0.28016 0.0 0.0 0.0
S -2.42996 -1.01709 2.55550 0.0 0.0 0.0
C -3.66495 0.04441 1.78579 0.0 0.0 -0.1
C -3.49523 1.53297 1.97301 0.0 0.0 0.0
C -4.60474 2.35986 1.80895 0.0 0.0 0.0
C -4.49620 3.73657 1.93936 0.0 0.0 0.0
C -3.26720 4.30857 2.24016 0.0 0.0 0.0
C -2.15671 3.49300 2.40301 0.0 0.0 0.0
C -2.26933 2.11608 2.26833 0.0 0.0 0.0
C 3.47462 -1.73025 0.83799 0.0 0.0 0.0
C 4.67103 -1.93078 1.54686 0.0 0.0 0.0
C 5.85440 -2.31634 0.95486 0.0 0.0 0.0
C 5.87130 -2.49413 -0.43188 0.0 0.0 0.0
C 4.73362 -2.28996 -1.16892 0.0 0.0 0.0
C 3.48610 -1.90879 -0.59084 0.0 0.0 0.0
O 2.48956 -1.76074 -1.38910 -0.1 0.1 0.0
H 1.58382 -0.20974 3.29749 0.0 0.0 0.0
H 3.32364 -0.01852 2.95623 0.0 0.0 0.0
H 2.71691 -1.48086 3.73552 0.0 0.0 0.0
H -4.61913 -0.27092 2.21276 0.0 0.0 0.0
H -3.69041 -0.19517 0.72063 0.0 0.0 0.0
H -5.56763 1.91551 1.57860 0.0 0.0 0.0
H -5.37222 4.36130 1.81146 0.0 0.0 0.0
H -3.17280 5.38305 2.34070 0.0 0.0 0.0
H -1.19090 3.92915 2.61905 0.0 0.0 0.0
H -1.39519 1.48912 2.39454 0.0 0.0 0.0
H 4.66233 -1.79741 2.62131 0.0 0.0 0.0
H 6.74375 -2.47246 1.55157 0.0 0.0 0.0
H 6.78804 -2.78846 -0.93210 0.0 0.0 0.0
H 4.73613 -2.40682 -2.24630 0.0 0.0 0.0
C -2.63488 2.68004 -1.22855 0.0 0.0 0.0
N -1.40696 2.80401 -2.02476 0.0 0.1 0.0
N -0.24090 2.61307 -1.26547 -0.1 0.0 0.0
C 0.64103 1.74734 -1.92005 0.0 -0.1 0.0
O 1.75738 1.47124 -1.52178 0.1 0.1 0.0
C -0.07770 1.32160 -3.10757 0.0 0.0 0.0
C -1.27734 1.92362 -3.10151 0.0 0.0 0.0
C -2.42700 1.71349 -4.02358 0.0 0.0 0.0
C 0.13433 3.54515 -0.28920 0.0 0.0 0.0
C 0.98337 3.13092 0.73732 0.0 0.0 0.0
C 1.37558 4.04181 1.70395 0.0 0.0 0.0
C 0.92312 5.35614 1.66944 0.0 0.0 0.0
C 0.07332 5.75725 0.64894 0.0 0.0 0.0
C -0.31973 4.86038 -0.33373 0.0 0.0 0.0
H -2.61087 3.39674 -0.41077 0.0 0.0 0.0
H -2.73647 1.67195 -0.81669 0.0 0.0 0.0
H -3.48098 2.91946 -1.86987 0.0 0.0 0.0
H 0.29000 0.58768 -3.80456 0.0 0.0 0.0
H -2.09689 1.13646 -4.88422 0.0 0.0 0.0
H -2.84290 2.66289 -4.36522 0.0 0.0 0.0
H -3.22074 1.15166 -3.52675 0.0 0.0 0.0
H 1.32122 2.10469 0.75964 0.0 0.0 0.0
H 2.03492 3.71560 2.49856 0.0 0.0 0.0
H 1.22986 6.05970 2.43301 0.0 0.0 0.0
H -0.28557 6.77861 0.61045 0.0 0.0 0.0
H -0.96686 5.17170 -1.14261 0.0 0.0 0.0
N -0.10094 -2.01963 -3.91308 -0.1 -0.1 0.0
C -0.05844 -2.87026 -3.12637 0.1 0.0 -0.2
N -0.01199 -3.85649 -2.25106 -0.1 0.1 0.2
C -1.23334 -4.27954 -1.56812 0.0 0.0 0.0
C -0.98090 -4.47823 -0.08171 0.0 0.0 0.0
C 0.21104 -5.40296 0.14461 0.0 0.0 0.0
C 1.44948 -4.81483 -0.52325 0.0 0.0 0.0
C 1.22606 -4.59834 -2.01252 0.0 0.0 -0.1
H -1.58689 -5.21904 -2.01762 0.0 0.0 0.0
H -1.98777 -3.51122 -1.73098 0.0 0.0 0.0
H -1.88709 -4.87850 0.38009 0.0 0.0 0.0
H -0.77599 -3.50681 0.37149 0.0 0.0 0.0
H -0.00603 -6.39795 -0.26709 0.0 0.0 0.0
H 0.38872 -5.52998 1.21449 0.0 0.0 0.0
H 2.31730 -5.46579 -0.39180 0.0 0.0 0.0
H 1.67830 -3.85205 -0.06467 0.0 0.0 0.0
H 1.16391 -5.56725 -2.52978 0.0 0.0 0.0
H 2.04349 -4.01880 -2.43657 0.0 0.0 0.0